(1)
This record from the OMol25 dataset describes the molecule C2H3N5O. The level of theory is wB97M-V/def2-TZVPD.

Structure (XYZ):
```
11
Properties=species:S:1:pos:R:3:forces:R:3:nbo_charge:R:1
O 0.209 -3.219 0.824 -1.30 5.49 -1.16 -0.53
C 0.276 -2.012 0.473 1.48 -1.15 1.32 0.53
N -0.618 -0.737 0.746 8.19 -1.64 -4.78 -0.48
N -0.071 0.520 0.144 -0.91 -1.31 1.03 -0.14
C -0.089 1.020 -1.234 0.64 -3.23 1.26 0.17
N -0.004 2.291 -1.074 0.70 0.64 -2.09 -0.32
N 0.121 2.645 0.205 0.16 -0.62 2.17 -0.05
N 0.129 1.649 1.038 -1.25 -1.31 -4.25 -0.01
H 1.321 -1.712 -0.028 -2.54 0.15 0.70 0.15
H -1.427 -0.733 1.211 -3.83 0.36 1.97 0.40
H 0.154 0.288 -2.304 -1.34 2.60 3.83 0.28
```
Positions in Å, forces in eV/Å.

Calculated values
SMILES   O=CNn1cnnn1
ΔE to the lowest compared entry with this formula, charge and spin   5.883 eV
Energy   -11614.9469 eV
Total charge   0
HOMO   -10.6 eV


(2)
This record from the OMol25 dataset describes a cluster of 2 separate species, C2H3N5O2 in total. The level of theory is wB97M-V/def2-TZVPD.

Structure (XYZ):
```
12
Properties=species:S:1:pos:R:3:forces:R:3:nbo_charge:R:1
C -1.195 0.477 -0.231 3.03 -1.78 0.12 0.78
C 0.335 -1.572 -0.517 4.44 5.67 0.95 0.72
H -2.135 1.838 0.494 1.94 -0.43 2.79 0.41
H -0.843 0.694 2.211 -1.46 2.41 -4.58 0.44
H 1.651 1.272 -0.366 0.77 1.93 -1.64 0.38
N -1.132 1.450 0.824 -2.48 -1.97 -0.09 -0.85
N 0.276 -0.160 -0.326 -5.28 1.41 -0.28 -0.40
N 1.413 0.505 0.170 -0.95 -6.28 0.59 -0.29
N 2.393 -0.622 -0.100 -1.65 -0.72 -0.41 0.05
N 1.800 -1.689 -0.427 1.67 0.95 0.93 -0.22
O -2.061 0.142 -1.019 2.13 1.36 2.13 -0.51
O -0.502 -2.335 -0.712 -2.17 -2.55 -0.51 -0.51
```
Positions in Å, forces in eV/Å.

Calculated values
ΔE to the lowest compared entry with this formula, charge and spin   4.777 eV
Energy   -13661.7129 eV
Total charge   0
HOMO   -10.0 eV


(3)
This record from the OMol25 dataset describes the molecule C2H3N5S. The level of theory is wB97M-V/def2-TZVPD.

Structure (XYZ):
```
11
Properties=species:S:1:pos:R:3:forces:R:3:nbo_charge:R:1
H -1.883 -0.031 2.350 -0.54 0.63 0.21 0.35
N -1.296 -0.823 2.190 0.49 -0.53 -0.23 -0.63
C -0.616 -0.693 1.143 0.12 0.04 -0.26 0.46
N 0.299 -1.695 0.678 -0.03 -0.38 0.37 -0.17
N 0.908 -1.301 -0.325 -0.08 0.37 -0.26 0.07
N 0.473 -0.047 -0.665 -0.03 -0.02 -0.02 -0.11
C 0.961 0.675 -1.698 0.52 -0.22 -0.04 -0.11
S 0.501 2.184 -2.063 -0.08 0.02 -0.02 -0.05
N -0.556 0.325 0.175 0.06 -0.97 -0.10 -0.45
H 1.764 0.121 -2.211 -0.43 0.18 0.21 0.23
H -0.556 1.286 0.427 0.00 0.88 0.14 0.42
```
Positions in Å, forces in eV/Å.

Calculated values
SMILES   [H]/N=c1/nnn(C=S)[nH]1
ΔE to the lowest compared entry with this formula, charge and spin   1.043 eV
Energy   -20405.5799 eV
Total charge   0
HOMO   -9.3 eV


(4)
This record from the OMol25 dataset describes a structure of composition C2H3NO. The level of theory is wB97M-V/def2-TZVPD.

Structure (XYZ):
```
7
Properties=species:S:1:pos:R:3:forces:R:3:nbo_charge:R:1
C -0.997 0.860 -0.040 4.87 1.24 0.87 0.37
C 0.569 -0.402 0.009 -2.25 -0.72 1.01 0.07
N -0.950 -0.354 0.011 0.75 -3.04 -0.19 -0.43
O 0.709 1.047 -0.041 -3.22 -0.57 0.17 -0.60
H -1.712 1.581 0.269 -0.27 1.02 -0.42 0.21
H 0.852 -0.988 0.988 -0.11 1.58 -1.68 0.19
H 0.904 -0.972 -0.872 0.24 0.49 0.25 0.18
```
Positions in Å, forces in eV/Å.

Calculated values
ΔE to the lowest compared entry with this formula, charge and spin   3.102 eV
Energy   -5656.8026 eV
Total charge   0
HOMO   -10.2 eV


(5)
This record from the OMol25 dataset describes the molecule C2H3NO. The level of theory is wB97M-V/def2-TZVPD.

Structure (XYZ):
```
7
Properties=species:S:1:pos:R:3:forces:R:3:nbo_charge:R:1
N 2.118 -0.494 -0.117 0.71 -0.02 -0.11 -0.32
C 1.122 0.060 -0.222 -2.06 0.08 -0.36 0.22
C -0.356 0.476 -0.055 1.61 -0.76 0.22 -0.15
O -1.215 -0.669 -0.221 2.24 -1.34 2.23 -0.68
H -0.662 1.263 -0.793 0.29 -0.69 1.05 0.23
H -0.223 0.786 1.020 -1.21 0.34 -0.97 0.21
H -0.785 -1.422 0.388 -1.57 2.39 -2.07 0.48
```
Positions in Å, forces in eV/Å.

Calculated values
SMILES   N#CCO
ΔE to the lowest compared entry with this formula, charge and spin   1.136 eV
Energy   -5658.7691 eV
Total charge   0
HOMO   -11.5 eV


(6)
This record from the OMol25 dataset describes a cluster of 2 separate species, C2H3NO in total. The level of theory is wB97M-V/def2-TZVPD.

Structure (XYZ):
```
7
Properties=species:S:1:pos:R:3:forces:R:3:mulliken_charge:R:1
C -0.815 0.138 1.314 3.60 -2.65 -2.61 0.14
C 1.008 -0.300 -1.254 -0.48 -0.19 0.31 -0.85
N -1.133 0.908 2.279 -2.72 1.20 1.08 -0.08
O -2.117 0.292 1.295 -1.00 1.47 1.73 -0.08
H 1.786 0.004 -1.916 -0.16 0.58 -0.64 0.32
H -0.041 -0.027 -1.176 0.53 0.30 -0.62 0.25
H 1.312 -1.015 -0.541 0.23 -0.70 0.75 0.29
```
Positions in Å, forces in eV/Å.

Calculated values
ΔE to the lowest compared entry with this formula, charge and spin   7.962 eV
Energy   -5651.9427 eV
Total charge   0
HOMO (alpha / beta)   -11.0 / -8.6 eV